{
  "formula": "C38H31BBrF4IN7O5SSn",
  "method": "the ωB97M-V functional and the def2-TZVPD basis",
  "elements": ["Sn", "O", "C", "N", "C", "C", "C", "C", "C", "C", "N", "C", "C", "C", "C", "C", "N", "H", "H", "H", "H", "H", "H", "H", "H", "H", "H", "Br", "C", "C", "C", "C", "C", "N", "C", "O", "O", "H", "H", "H", "O", "S", "C", "C", "C", "C", "C", "C", "C", "C", "C", "C", "C", "C", "H", "H", "H", "H", "H", "H", "H", "H", "H", "H", "O", "N", "C", "C", "C", "C", "C", "H", "H", "H", "H", "H", "F", "B", "F", "F", "F", "I", "C", "C", "N", "N", "C", "H", "H", "H"],
  "positions_angstrom": [[-0.783639, 1.195093, 0.562377], [-2.578576, 2.440002, 4.454789], [-2.151776, 1.805077, 3.475593], [-1.358837, 2.256971, 2.502708], [-1.054517, 3.667457, 2.572033], [-1.766920, 4.416365, 1.473131], [-2.021065, 5.783599, 1.565436], [-2.632349, 6.427731, 0.507935], [-2.974096, 5.691703, -0.618404], [-2.682541, 4.338569, -0.626690], [-2.098907, 3.712553, 0.392749], [-2.497993, 0.337689, 3.392976], [-2.381385, -0.450738, 4.533759], [-2.645215, -1.803348, 4.431966], [-3.057752, -2.317585, 3.210436], [-3.173016, -1.447416, 2.143452], [-2.893673, -0.147116, 2.220149], [-1.324499, 4.076962, 3.546568], [0.015373, 3.820762, 2.402992], [-1.738779, 6.317224, 2.464492], [-2.842088, 7.490054, 0.558031], [-3.448774, 6.150864, -1.475169], [-2.920771, 3.727365, -1.488926], [-2.065217, 0.010516, 5.458993], [-2.508791, -2.459033, 5.282949], [-3.225186, -3.376162, 3.076864], [-3.477065, -1.807421, 1.165368], [-2.777315, 1.323248, -2.904685], [-1.152324, 2.378311, -2.897163], [-0.830784, 3.043655, -4.062911], [0.405116, 3.771386, -4.035342], [1.137339, 3.796549, -2.883636], [0.679586, 3.120852, -1.729488], [-0.492550, 2.366735, -1.775420], [1.402464, 3.155702, -0.482289], [2.525942, 3.676532, -0.358727], [0.808064, 2.604220, 0.567565], [-1.463744, 2.987413, -4.934835], [0.746082, 4.292920, -4.921806], [2.073724, 4.334201, -2.813382], [2.604912, -4.201795, -3.063378], [1.660322, -3.248716, -2.402434], [0.794407, -2.415408, -3.744579], [0.676462, -1.036982, -3.723744], [0.060840, -0.399329, -4.798597], [-0.416316, -1.140911, -5.865644], [-0.284064, -2.528302, -5.875604], [0.323582, -3.170361, -4.812891], [0.265200, -4.215546, -1.830384], [0.203350, -5.562284, -2.136089], [-0.871470, -6.304440, -1.664041], [-1.847338, -5.696719, -0.886666], [-1.754020, -4.347461, -0.569423], [-0.691624, -3.595561, -1.040910], [1.044519, -0.472802, -2.872548], [-0.048039, 0.677945, -4.785105], [-0.901357, -0.639581, -6.694938], [-0.660845, -3.104276, -6.712754], [0.444986, -4.246772, -4.801886], [1.002389, -6.004953, -2.718119], [-0.936284, -7.362930, -1.887260], [-2.670301, -6.283895, -0.497855], [-2.481634, -3.887978, 0.084745], [-0.589713, -2.551551, -0.764429], [1.457545, -0.053368, -0.861038], [2.528718, -0.316588, -0.189640], [3.571132, 0.544696, -0.216605], [4.714577, 0.276677, 0.502601], [4.802396, -0.875783, 1.270325], [3.717094, -1.736968, 1.290735], [2.590735, -1.442886, 0.554966], [3.400430, 1.443137, -0.793078], [5.519746, 0.997921, 0.469510], [5.687351, -1.086716, 1.855685], [3.704332, -2.637895, 1.888905], [1.694321, -2.041953, 0.559411], [1.133690, -4.216118, 1.569809], [0.157385, -3.601363, 2.381393], [0.665413, -3.408726, 3.682149], [-0.995221, -4.403308, 2.445607], [-0.149798, -2.340985, 1.811263], [3.450755, -0.597512, 5.923929], [2.530504, 0.230989, 4.274931], [2.916389, 1.378122, 3.614233], [2.071251, 1.511473, 2.584769], [1.166469, 0.529490, 2.537350], [1.425829, -0.267241, 3.562791], [3.714405, 2.076314, 3.798955], [1.967928, 2.236517, 1.861272], [0.855113, -1.166779, 3.729871]],
  "forces_ev_per_a": [[-0.1, 0.1, -0.1], [0.0, 0.0, 0.0], [0.2, 0.0, 0.1], [-0.1, 0.1, 0.1], [-0.1, 0.0, -0.1], [0.0, 0.0, 0.0], [0.0, 0.0, 0.0], [0.0, 0.0, 0.0], [0.0, 0.0, 0.0], [0.0, 0.0, 0.0], [0.0, 0.0, 0.0], [0.0, 0.0, 0.0], [0.0, 0.0, 0.0], [0.0, 0.0, 0.0], [0.0, 0.0, 0.1], [0.0, 0.0, 0.0], [0.0, 0.0, 0.0], [0.0, 0.0, 0.0], [0.0, 0.0, 0.1], [0.0, 0.0, 0.0], [0.0, 0.0, 0.0], [0.0, 0.0, 0.0], [0.0, 0.0, 0.0], [0.0, 0.0, 0.0], [0.0, 0.0, 0.0], [0.0, 0.0, 0.0], [0.0, 0.0, 0.0], [0.0, -0.1, 0.0], [0.1, 0.0, 0.0], [0.0, 0.0, 0.0], [0.0, 0.0, 0.0], [0.0, 0.0, 0.0], [0.0, 0.0, 0.0], [0.0, 0.0, 0.0], [0.0, 0.1, 0.0], [0.0, 0.0, 0.0], [0.1, 0.0, 0.0], [0.0, 0.0, 0.0], [0.0, 0.0, 0.0], [0.0, 0.0, 0.0], [-0.1, -0.1, 0.0], [0.1, 0.1, -0.2], [0.0, 0.0, 0.0], [0.0, 0.0, 0.0], [0.0, 0.0, 0.0], [0.0, 0.0, 0.0], [0.0, 0.0, 0.0], [0.0, 0.0, 0.0], [0.0, 0.1, 0.1], [0.0, 0.0, 0.0], [0.0, 0.0, 0.0], [0.0, 0.0, 0.0], [0.0, 0.0, 0.0], [0.0, 0.0, 0.0], [0.0, 0.0, 0.0], [0.0, 0.0, 0.0], [0.0, 0.0, 0.0], [0.0, 0.0, 0.0], [0.0, 0.0, 0.0], [0.0, 0.0, 0.0], [0.0, 0.0, 0.0], [0.0, 0.0, 0.0], [0.0, 0.0, 0.0], [0.0, 0.0, 0.0], [-0.1, 0.0, 0.0], [0.0, -0.1, 0.0], [0.0, 0.0, 0.0], [0.0, 0.0, 0.0], [0.0, 0.0, 0.0], [0.0, 0.0, 0.0], [0.0, 0.0, 0.0], [0.0, 0.0, 0.0], [0.0, 0.0, 0.0], [0.0, 0.0, 0.0], [0.0, 0.0, 0.0], [0.0, 0.0, 0.0], [0.0, 0.0, 0.1], [0.1, 0.0, -0.1], [0.0, 0.0, 0.0], [0.0, 0.0, 0.0], [-0.1, -0.1, 0.1], [0.0, 0.0, 0.0], [0.0, 0.0, 0.0], [0.0, 0.0, 0.0], [0.0, 0.0, 0.0], [0.0, -0.1, 0.0], [0.0, 0.0, 0.0], [0.0, 0.0, 0.0], [0.0, 0.0, 0.0], [0.0, 0.0, 0.0]],
  "multiplicity": 2,
  "total_charge": -2,
  "s_squared": 0.763,
  "relative_energy_kj_mol": 0.0
}